# 1
The following is a quantum chemistry calculation of a single C21H23FN6O3S molecule in a non-equilibrium geometry, from the Open Molecules 2025 dataset.

```
55
Properties=species:S:1:pos:R:3:forces:R:3:mulliken_charge:R:1
C 1.4941 2.9808 -1.7716 0.202 -0.068 0.173 -1.837
H 0.4632 3.2339 -1.5413 -0.096 0.027 -0.018 0.359
H 2.0415 3.8845 -2.0235 0.055 0.094 -0.072 0.435
H 1.4994 2.3133 -2.6309 -0.052 -0.051 -0.089 0.397
C 2.1641 2.3000 -0.5721 0.063 0.234 -0.297 0.410
C 1.2950 1.1602 -0.1208 0.139 -0.162 0.030 0.085
N 0.3385 1.2242 0.7582 0.374 1.031 0.015 -0.510
N -0.2280 0.0109 0.8698 0.055 -0.869 -0.135 -0.678
C 0.3977 -0.7914 0.0463 -0.065 0.008 0.138 0.521
N 1.3771 -0.1196 -0.6200 -0.684 0.108 0.429 0.498
C 2.2826 -0.7127 -1.5714 0.336 -0.202 -0.214 -1.337
C 3.2119 -1.6901 -0.8912 0.103 -0.052 -0.063 0.600
C 3.9266 -1.2978 0.2335 -0.022 -0.009 -0.067 0.038
C 4.7682 -2.1900 0.8725 0.016 0.081 0.053 -0.750
C 4.9047 -3.4808 0.3903 0.024 -0.088 -0.004 -0.408
C 4.1945 -3.8765 -0.7300 0.054 -0.095 -0.005 -0.690
C 3.3477 -2.9862 -1.3665 0.029 0.181 -0.011 -0.318
H 2.7859 -3.2999 -2.2339 -0.088 -0.048 -0.105 0.390
H 4.2936 -4.8832 -1.1068 0.009 -0.094 -0.024 0.386
H 5.5612 -4.1774 0.8895 0.050 -0.065 0.040 0.393
H 5.3170 -1.8762 1.7477 0.050 0.020 0.072 0.410
H 3.8186 -0.2925 0.6163 -0.032 0.115 0.064 0.298
H 1.6932 -1.2288 -2.3364 0.114 0.130 -0.012 0.421
H 2.8527 0.0880 -2.0506 -0.161 -0.091 -0.003 0.412
S 0.0539 -2.4766 -0.1912 -0.083 -0.326 0.045 -0.084
C -1.1372 -2.7296 1.1699 0.134 0.018 -0.243 -0.935
C -2.5643 -2.3849 0.7643 0.336 0.241 0.093 0.747
O -3.3971 -3.2379 0.5729 -0.229 -0.363 -0.037 -0.623
N -2.7653 -1.0438 0.6425 0.283 0.303 0.097 -0.007
C -3.9358 -0.4208 0.2401 -0.417 0.280 -0.246 -0.100
C -5.1852 -1.0337 0.2519 -0.237 -0.052 -0.006 -0.085
C -6.3035 -0.3212 -0.1592 1.082 0.680 -0.050 -0.450
C -6.2245 0.9983 -0.5861 -0.201 -0.266 0.049 -0.315
C -4.9892 1.6168 -0.6053 0.196 -0.187 0.114 -0.762
C -3.8735 0.9094 -0.2019 -0.219 -0.153 -0.044 0.465
F -2.6733 1.5163 -0.2526 -0.049 -0.138 0.090 -0.179
H -4.8754 2.6374 -0.9332 0.033 0.093 -0.025 0.435
H -7.1192 1.5149 -0.8948 -0.011 0.018 -0.015 0.486
N -7.5940 -0.9705 -0.1327 -0.320 -0.129 0.008 1.037
O -8.5376 -0.3517 -0.5768 -0.344 0.125 -0.121 -0.636
O -7.6576 -2.0850 0.3331 -0.070 -0.365 0.124 -0.606
H -5.2885 -2.0604 0.5671 0.029 0.087 -0.005 0.657
H -1.9439 -0.4354 0.7998 -0.236 -0.239 0.043 0.173
H -0.7988 -2.1246 2.0096 -0.009 -0.061 0.049 0.392
H -1.0842 -3.7917 1.4061 -0.055 0.113 -0.009 0.449
N 2.5068 3.2535 0.4686 0.109 -0.159 -0.042 -0.113
C 3.2685 2.6374 1.5358 -0.007 0.008 0.002 -0.981
H 4.1426 2.1383 1.1152 0.060 -0.042 0.021 0.265
H 2.6846 1.9105 2.1192 0.025 -0.014 0.028 0.318
H 3.6158 3.4183 2.2102 0.051 -0.018 0.063 0.423
C 1.3932 4.0250 0.9937 -0.123 0.046 0.074 -0.965
H 0.9408 4.6008 0.1910 -0.096 0.099 -0.001 0.300
H 0.6300 3.3954 1.4630 0.032 0.166 0.024 0.325
H 1.7875 4.7224 1.7311 -0.009 0.085 -0.005 0.380
H 3.1234 1.8806 -0.9082 -0.129 0.016 0.031 0.462
```
Positions in Å, forces in eV/Å.

The value obtained for the electronic energy is -50783.74488 eV. Its frontier orbital gap is 8.64 eV. Its multiplicity is 1. As for the SMILES: C[C@H](c1nnc(SCC(=O)Nc2cc([N+](=O)[O-])ccc2F)n1Cc1ccccc1)N(C)C. Its charge is 0.



# 2
The following is a quantum chemistry calculation of a molecular structure, C5H6N2O in a non-equilibrium geometry, from the Open Molecules 2025 dataset.

```
14
Properties=species:S:1:pos:R:3:forces:R:3:mulliken_charge:R:1
C 1.3164 -0.2602 0.0035 -2.619 -5.019 -1.152 0.392
C -0.1037 1.6285 -0.0571 -0.001 0.556 1.886 -0.601
C -0.8760 0.5744 -0.2786 2.722 2.223 -1.301 0.342
C -2.1267 0.0173 0.0273 -5.012 0.189 0.102 -0.350
C -1.3169 -1.2835 0.2257 -0.039 -2.276 1.286 -0.372
H 2.0552 1.5983 -0.3821 -3.013 -2.290 3.365 0.350
H -0.4038 2.5825 0.4385 0.633 -0.935 -0.749 0.297
H -2.4928 0.5324 0.9925 -0.009 -1.161 -1.552 0.218
H -2.9770 0.0668 -0.8322 2.021 -0.382 2.135 0.209
H -1.6810 -2.2203 -0.3575 0.818 1.534 1.284 0.263
H -1.1350 -1.4608 1.3895 -0.436 -0.052 -2.604 0.220
N 1.1545 0.9851 0.2818 5.265 9.122 -3.194 -0.299
N -0.1309 -0.5598 -0.3866 0.429 -2.257 0.516 -0.070
O 2.2638 -1.0168 -0.0051 -0.756 0.749 -0.020 -0.601
```
Positions in Å, forces in eV/Å.

The value obtained for the electronic energy is -10305.95942 eV. Its frontier orbital gap is 8.88 eV. Its multiplicity is 1. Its charge is 0.



# 3
The following is a quantum chemistry calculation of a molecular structure, C34H32N4O2S2Sn in a non-equilibrium geometry, from the Open Molecules 2025 dataset.

```
75
Properties=species:S:1:pos:R:3:forces:R:3:mulliken_charge:R:1
Sn -0.0520 -1.6302 1.7075 1.580 -0.844 0.157 1.160
O 1.3654 0.0263 1.6037 -1.552 -0.488 0.269 -0.210
C 2.4928 0.3068 2.2615 -0.253 -0.108 0.204 0.309
C 2.8087 1.6365 2.5560 -0.076 0.036 -0.157 -0.749
C 4.0299 1.9620 3.1157 -0.154 -0.220 -0.066 -0.566
C 4.9560 0.9603 3.4215 0.192 0.156 0.083 -0.821
C 4.6462 -0.3514 3.1771 -0.110 -0.067 -0.060 -0.911
C 3.4037 -0.7049 2.6103 0.200 0.293 -0.043 0.695
C 3.1191 -2.0847 2.4304 0.031 0.005 0.183 0.057
N 1.9939 -2.6269 2.1084 -0.546 -0.042 0.123 0.032
C 1.9420 -4.0933 2.1045 0.177 0.031 0.065 -0.679
C 0.9780 -4.5265 1.0223 0.190 -0.181 0.084 -0.874
N -0.2611 -3.8498 1.3346 -0.167 0.163 -0.320 0.084
C -1.3685 -4.4844 1.3904 0.068 -0.206 -0.218 -0.196
C -2.5943 -3.8656 1.7934 -0.104 -0.189 0.074 0.788
C -3.8167 -4.4181 1.3861 0.018 -0.008 0.018 -0.766
C -5.0084 -3.8538 1.7814 0.054 0.145 0.101 -0.661
C -4.9763 -2.7420 2.6261 -0.019 -0.117 -0.064 -0.636
C -3.7739 -2.2138 3.0611 0.032 0.220 0.231 -0.058
C -2.5614 -2.7680 2.6623 -0.018 0.495 0.113 -0.004
O -1.4061 -2.2467 3.1590 0.655 0.568 -0.492 -0.960
H 2.0698 2.3879 2.3090 0.067 0.076 0.037 0.469
H 4.2741 2.9950 3.3239 -0.043 0.017 -0.006 0.454
H 5.9118 1.2172 3.8553 -0.011 0.022 0.012 0.444
H 5.3604 -1.1249 3.4340 -0.060 -0.052 -0.030 0.426
H 3.9655 -2.7448 2.6337 -0.112 -0.119 -0.012 0.318
H 1.5743 -4.4267 3.0782 -0.015 -0.078 -0.043 0.260
H 2.9344 -4.5169 1.9482 0.023 0.042 -0.023 0.485
H 0.8725 -5.6125 1.0170 -0.140 0.011 -0.002 0.537
H 1.3327 -4.2190 0.0356 0.051 0.022 0.019 0.127
H -1.3938 -5.5445 1.1302 0.061 0.014 -0.069 0.436
H -3.8199 -5.2927 0.7465 0.061 -0.001 0.006 0.441
H -5.9483 -4.2752 1.4561 -0.017 0.017 0.011 0.454
H -5.9045 -2.2933 2.9549 0.014 0.013 0.014 0.440
H -3.7383 -1.3664 3.7344 -0.076 -0.018 0.010 0.502
S -2.0062 -0.3716 0.8057 0.033 0.297 -0.212 -0.132
C -1.0603 0.5219 -0.3160 0.577 -0.218 -0.061 -0.032
N -1.1274 1.8069 -0.4387 -0.286 0.102 -0.028 0.357
C -0.3602 2.5049 -1.4777 0.174 0.168 -0.128 -0.724
C -0.3271 1.6676 -2.7218 -0.105 -0.121 -0.008 -0.711
N 0.2208 0.3460 -2.3793 -0.231 0.202 -0.048 0.123
C 1.1400 -0.2311 -3.3799 0.098 -0.035 0.082 -1.537
C 2.4503 0.5199 -3.3642 0.051 -0.004 -0.036 0.743
C 2.9827 1.0112 -4.5486 -0.063 0.015 -0.019 -0.405
C 4.1978 1.6834 -4.5428 0.010 0.009 -0.004 -0.622
C 4.8803 1.8720 -3.3517 -0.023 -0.018 0.007 -0.507
C 4.3493 1.3836 -2.1635 0.007 0.000 -0.013 -0.756
C 3.1397 0.7083 -2.1673 -0.012 -0.025 0.002 0.140
C -0.0599 -0.2059 -1.2322 -0.030 -0.271 0.204 0.747
S 0.6132 -1.6863 -0.7670 -0.166 0.098 -0.139 -0.225
C -2.0283 2.6615 0.3707 -0.048 0.133 0.136 -1.536
C -3.1529 3.1901 -0.4794 -0.036 -0.056 -0.097 0.764
C -4.1030 2.3081 -0.9907 0.034 -0.052 0.023 -0.142
C -5.1234 2.7776 -1.8000 -0.021 0.022 -0.002 -0.815
C -5.2035 4.1332 -2.0994 0.012 -0.019 0.008 -0.454
C -4.2643 5.0147 -1.5876 -0.015 0.002 0.005 -0.647
C -3.2374 4.5431 -0.7800 0.034 0.021 0.025 -0.289
H 0.6544 2.6937 -1.1161 -0.047 -0.014 0.110 0.334
H -0.8536 3.4544 -1.6733 -0.024 -0.011 0.018 0.481
H 0.3340 2.1135 -3.4621 0.010 0.019 0.022 0.508
H -1.3231 1.5459 -3.1551 0.012 0.008 -0.016 0.341
H 0.6461 -0.1400 -4.3478 0.004 0.011 -0.003 0.466
H 1.2688 -1.2889 -3.1617 -0.028 0.018 0.003 0.532
H 2.4517 0.8663 -5.4825 0.007 -0.004 -0.004 0.392
H 4.6068 2.0604 -5.4701 0.005 -0.001 -0.003 0.408
H 5.8270 2.3944 -3.3477 0.004 0.005 0.004 0.406
H 4.8869 1.5194 -1.2350 0.005 0.011 0.027 0.492
H 2.7440 0.3098 -1.2382 0.012 0.028 0.006 0.317
H -1.4165 3.4773 0.7575 0.043 -0.002 -0.027 0.470
H -2.3872 2.0670 1.2062 0.034 0.030 -0.010 0.639
H -4.0532 1.2518 -0.7402 -0.030 0.038 -0.024 0.379
H -5.8654 2.0929 -2.1876 -0.001 -0.004 -0.002 0.435
H -6.0050 4.5008 -2.7253 -0.002 0.002 -0.004 0.409
H -4.3317 6.0706 -1.8108 0.000 0.004 0.002 0.410
H -2.5119 5.2366 -0.3692 0.003 0.003 -0.008 0.414
```
Positions in Å, forces in eV/Å.

The value obtained for the electronic energy is -73322.22975 eV. Its frontier orbital gap is 6.39 eV. Its multiplicity is 1. Its charge is +2.



# 4
The following is a quantum chemistry calculation of a molecular structure, C32H20B3N4O24V in a non-equilibrium geometry, from the Open Molecules 2025 dataset.

```
84
Properties=species:S:1:pos:R:3:forces:R:3:mulliken_spin:R:1
V -0.0307 -0.2071 -0.6202 0.506 -0.057 -0.088 2.651
O -3.3105 -5.4965 -6.5070 0.832 2.148 1.252 0.000
C -2.5995 -4.5516 -6.1919 -0.332 -2.341 -1.547 0.000
O -2.8462 -3.5101 -5.4110 0.612 0.729 0.390 0.001
B -1.6437 -2.5874 -5.4441 -0.247 -1.532 -1.867 0.002
O -0.7300 -3.2214 -6.3743 0.646 -0.059 -0.815 0.000
C -1.1740 -4.3845 -6.8177 0.014 -1.151 -1.879 0.000
O -0.6623 -5.1224 -7.6570 -0.941 1.782 2.262 0.000
O -0.8607 -2.4450 -4.2402 0.097 0.180 2.033 -0.004
C -0.9298 -1.2095 -3.8432 0.259 0.317 1.864 -0.002
O -0.5808 -0.7248 -2.7694 0.134 -0.755 -0.922 0.048
C -1.6738 -0.4450 -4.9026 -0.283 5.197 2.866 0.001
O -1.9913 -1.1889 -5.8301 -1.183 -3.510 -3.108 0.000
O -1.9918 0.7284 -4.7634 0.566 -0.873 -0.032 0.001
O 0.9155 0.5899 8.5814 -2.430 -0.369 -2.846 0.000
C 0.2303 0.6679 7.5510 2.826 0.466 1.029 0.000
O 0.1854 -0.2084 6.5266 -0.564 -0.447 0.458 0.000
B -0.6565 0.3005 5.4032 1.645 0.783 1.007 0.001
O -0.9193 1.6926 5.8225 -0.793 0.255 -0.738 0.000
C -0.4079 1.9610 6.9928 0.609 4.602 4.218 0.000
O -0.3410 3.0798 7.6311 -0.962 -5.388 -3.369 0.000
O 0.1222 0.3148 4.1082 -2.659 -2.771 -2.242 -0.002
C -0.6187 -0.4982 3.2044 3.193 1.827 -1.556 0.011
O -0.3033 -0.7081 1.9985 -1.221 0.493 4.271 0.007
C -1.8959 -0.9597 3.9419 -1.000 -0.247 -1.295 0.000
O -1.8619 -0.5160 5.1605 0.157 0.186 0.352 0.000
O -2.8123 -1.5363 3.3914 0.950 0.270 0.488 0.000
O 2.0281 6.8673 4.2222 -0.005 0.808 -0.216 0.000
C 1.9928 5.6926 4.0902 0.180 -0.533 -0.458 0.000
O 2.2658 5.0076 2.9180 -0.284 0.581 2.222 0.001
B 2.2208 3.5833 3.2760 0.490 1.967 2.033 0.000
O 1.8729 3.5058 4.7179 0.585 -1.691 -1.170 0.000
C 1.6571 4.6745 5.2421 -0.714 0.491 0.568 0.000
O 1.2294 4.8529 6.3547 0.887 0.790 -1.327 0.000
O 3.5307 2.9328 2.9975 -0.956 -0.332 -1.118 0.001
C 3.3263 2.1297 1.9595 2.178 -1.694 0.721 0.000
O 4.1941 1.4099 1.4464 -2.548 1.799 0.536 0.000
C 1.7835 2.1176 1.7472 -1.589 -2.840 -3.283 -0.001
O 1.1740 2.9771 2.4873 0.413 -1.140 -0.646 -0.006
O 1.2173 1.3402 0.9379 1.282 1.668 1.790 0.052
N -2.0861 0.6783 -0.2228 -1.055 -0.802 -1.732 -0.076
C -2.4447 1.5688 0.6990 1.022 -0.067 -0.378 0.082
C -3.6719 2.1904 0.7376 -1.114 0.652 0.779 -0.001
C -4.6954 1.9001 -0.1358 1.809 -1.977 -1.286 0.011
C -4.3213 0.9504 -1.1505 0.311 0.325 0.416 -0.005
C -3.0360 0.3585 -1.1813 -0.790 1.458 1.925 0.067
H -1.6659 1.8315 1.3996 0.044 0.035 0.214 -0.009
H -3.8913 2.9067 1.5155 0.330 0.018 0.235 0.000
H -5.6845 2.3072 0.0140 0.006 0.046 -0.407 0.000
H -5.0086 0.6915 -1.9423 -0.120 -0.148 0.037 0.000
H -2.7827 -0.4092 -1.8974 0.057 0.204 -0.079 -0.019
N 2.0804 -1.1293 -0.7483 3.020 -1.701 -1.558 -0.072
C 2.9418 -1.1082 -1.8649 -0.284 -0.609 2.889 0.051
C 4.2187 -1.7442 -1.8585 -1.232 2.016 -1.110 -0.003
C 4.7230 -2.3822 -0.7755 -1.126 -0.548 1.879 0.009
C 3.8628 -2.4716 0.3570 0.524 -0.309 -1.785 -0.004
C 2.5969 -1.9237 0.2799 -0.289 2.165 -0.081 0.060
H 2.7095 -0.4808 -2.7127 -0.505 -0.059 0.037 0.002
H 4.8477 -1.4618 -2.6898 0.070 -0.460 -0.275 0.000
H 5.7216 -2.7931 -0.7570 0.046 0.050 -0.001 0.000
H 4.1812 -3.0094 1.2379 -0.126 0.173 0.138 0.000
H 2.0630 -1.8665 1.2169 -0.643 -0.216 -0.118 -0.005
N 0.6070 1.6137 -1.6979 0.259 3.838 -2.996 -0.018
C -0.2795 2.3828 -2.5052 -0.023 -2.454 1.170 0.041
C 0.0429 3.2772 -3.4842 -0.205 0.568 0.976 -0.003
C 1.3547 3.6114 -3.6336 1.440 0.848 -0.267 0.012
C 2.3194 3.0699 -2.8082 -1.399 -0.969 0.275 -0.003
C 1.8865 2.0802 -1.8882 -0.001 -0.504 0.061 0.032
H -1.3393 2.1801 -2.4592 -0.015 -0.452 0.611 -0.009
H -0.7291 3.8891 -3.9269 -0.156 -0.459 -0.377 0.000
H 1.6437 4.3688 -4.3472 0.031 0.058 -0.167 0.001
H 3.3422 3.3974 -2.9221 0.104 -0.332 0.380 0.000
H 2.6593 1.6040 -1.3031 -0.100 -0.133 0.374 0.004
N -0.6435 -2.3768 -0.3904 -1.805 -0.282 0.334 0.020
C 0.0645 -3.4269 -0.8167 1.133 -0.455 0.238 0.034
C -0.1367 -4.7297 -0.4085 -1.019 -0.024 1.013 -0.005
C -1.2114 -4.9878 0.4607 1.351 -0.940 -1.201 0.005
C -2.0721 -3.9823 0.7300 -1.363 2.283 -0.322 0.001
C -1.7974 -2.6754 0.2722 1.233 -0.953 -0.243 0.050
H 0.9329 -3.2481 -1.4333 -0.079 0.373 -0.144 -0.002
H 0.4938 -5.5691 -0.6624 0.242 0.311 -0.384 0.000
H -1.3372 -6.0165 0.7647 -0.330 0.046 0.323 0.000
H -3.0464 -4.0886 1.1837 0.161 -0.345 0.414 0.000
H -2.5166 -1.8827 0.4162 0.235 0.127 0.357 -0.011
```
Positions in Å, forces in eV/Å.

The value obtained for the electronic energy is -116344.37032 eV. Its expectation value of S² is 3.755. Its frontier orbital gap (alpha / beta) is 7.96 / 7.83 eV. Its multiplicity is 4. Its charge is -1.



Calculated energy above the lowest of the compared OMol25 structures with the same formula, charge and spin, 50.0; 84.0; 0.0; 98.7 kcal/mol (same order as the records).